A structure of composition C35H34GeIrN3S6, computed with the ωB97M-V functional and the def2-TZVPD basis.

Geometry as XYZ:
```
80
Properties=species:S:1:pos:R:3:mulliken_charge:R:1
H 6.795 -0.267 2.970 0.37
C -2.491 -1.674 0.963 0.30
H 0.076 -0.828 -4.220 0.30
C 4.622 2.100 4.034 -0.58
C 2.822 2.282 -0.614 -0.15
H 2.710 2.504 3.134 0.33
H -1.830 0.820 -2.548 -0.15
C -1.123 1.567 -2.174 0.24
C 2.543 -1.169 -1.518 -0.40
C 2.557 -3.328 0.204 -0.73
H 4.182 1.145 -1.832 0.37
H 2.427 -2.616 -3.098 0.42
H -1.254 3.461 -1.163 0.45
C -1.929 2.714 -1.583 -1.19
H -0.873 -1.555 -2.909 -0.22
N -2.723 2.181 -0.471 -0.58
H 5.044 -0.539 1.261 0.23
H -4.491 -3.383 3.102 0.36
H -5.174 -1.905 4.939 0.30
C 2.620 -0.917 -0.145 0.14
S -4.443 -0.425 -2.305 -0.38
S -3.422 -3.888 -4.728 -0.13
H 3.392 5.103 -3.247 0.36
C -3.017 0.984 3.378 0.47
H -3.658 2.104 5.065 0.37
C -3.735 1.151 4.555 -0.55
H 2.546 -4.167 0.891 0.37
H -3.240 2.889 0.037 0.28
H -0.518 1.913 -3.017 0.39
C 2.199 3.528 -0.489 -0.38
H -3.368 1.470 -0.808 -0.09
C -3.206 -2.757 1.518 -0.92
C -3.891 -1.318 3.306 1.12
C 2.410 4.538 -1.418 -0.62
C 5.768 1.313 4.000 -0.37
C -3.340 -2.238 -4.131 -0.03
H 2.655 -1.885 1.775 0.39
Ge 2.304 0.869 0.704 1.33
N -2.482 -0.479 1.514 -0.20
H 4.514 2.907 -3.505 0.37
S -5.222 -3.243 -2.614 -0.09
S -2.184 -1.174 -4.896 -0.23
H 2.502 -0.337 -2.216 0.27
H -5.048 0.323 6.036 0.33
C 4.916 0.207 2.040 -0.08
H -0.682 -1.554 -0.129 -0.41
H 0.650 1.309 -1.090 -0.41
C -4.516 0.134 5.110 -0.51
C 0.619 1.228 1.651 -0.77
C -4.635 -4.478 -3.669 0.08
N -0.288 0.914 -1.137 0.42
Ir -1.059 1.303 0.863 2.16
H -0.174 -0.066 -1.374 -0.35
C -3.916 -2.575 2.662 -0.91
H -2.538 3.168 -2.376 0.42
H 1.913 5.494 -1.295 0.38
C -4.595 -1.096 4.510 -0.84
C -4.197 -1.893 -3.124 0.13
H -0.294 -2.566 -4.243 0.53
C 3.661 2.089 -1.713 0.14
H 1.502 3.683 0.330 0.37
H 2.433 -4.560 -1.558 0.36
H 4.496 2.838 4.819 0.37
C -3.128 -0.284 2.710 -0.59
H -1.702 -2.933 -0.583 0.49
C 2.620 -2.034 0.701 -0.44
C 3.763 0.988 2.058 -0.36
C 3.630 1.930 3.078 -0.38
C -0.674 -1.581 -3.977 -0.41
C 3.864 3.090 -2.656 -0.68
S -5.270 -6.012 -3.749 -0.35
C 2.492 -3.551 -1.166 -0.52
C 5.910 0.360 3.001 -0.67
H -3.189 -3.710 1.006 0.44
C 2.486 -2.461 -2.026 -0.57
H -2.164 -1.296 -1.101 -0.40
C -1.712 -1.881 -0.297 0.21
H 6.539 1.437 4.752 0.34
S -2.028 2.262 2.752 -0.66
C 3.239 4.321 -2.513 -0.38
```

For the LUMO energy (alpha / beta), the calculation gives 3.97 / 3.97 eV. The value obtained for the HOMO energy (alpha / beta) is 0.16 / 0.16 eV. The calculation puts the frontier orbital gap (alpha / beta) at 3.805 / 3.804 eV. Its charge is -2.

=====

An isolated molecule of CH3NO2, computed with the ωB97M-V functional and the def2-TZVPD basis.

Geometry as XYZ:
```
7
Properties=species:S:1:pos:R:3:mulliken_charge:R:1
N 0.367 -0.455 -0.098 -0.29
H 0.361 0.060 -2.034 0.33
H -0.213 -1.233 0.345 0.27
C -0.488 0.881 0.652 0.08
O -0.219 -0.436 -1.384 -0.38
H -0.250 1.409 1.596 0.35
O -1.312 1.380 -0.059 -0.35
```

For the LUMO energy, the calculation gives 0.99 eV. The value obtained for the HOMO energy is -9.58 eV. The calculation puts the frontier orbital gap at 10.571 eV.

=====

A structure of composition C37H32Br2FN2NiSb2, computed with the ωB97M-V functional and the def2-TZVPD basis.

Geometry as XYZ:
```
77
Properties=species:S:1:pos:R:3:lowdin_spin:R:1
N -0.739 2.094 -0.483 0.03
H -1.621 0.569 -7.266 0.00
Br -6.475 2.130 2.545 0.00
C -0.955 -5.256 -1.949 0.00
C -1.584 4.086 0.505 0.00
Sb 3.096 -1.553 0.653 0.55
H -4.150 3.403 1.226 0.00
H -3.019 -1.322 1.560 0.00
C 4.063 -3.493 0.341 0.09
C 0.246 2.793 -1.035 0.00
C 0.234 -1.714 2.072 0.03
H 5.791 -6.903 -0.107 0.00
H -3.318 -1.873 -3.328 0.00
H -0.215 0.346 -5.254 0.00
H 3.848 -0.702 -1.803 0.00
C 3.931 -5.877 0.145 0.00
H 0.951 2.238 -1.644 0.00
C -4.812 1.490 1.912 0.00
C -0.986 -2.863 -1.748 0.00
C 6.053 -4.782 -0.032 0.00
H -0.706 -6.147 -2.508 0.00
C 0.398 4.154 -0.848 0.00
H 1.218 4.688 -1.301 0.00
C -0.661 -4.006 -2.466 0.00
C -1.580 -5.368 -0.717 0.00
H 3.338 -6.777 0.134 0.00
Sb -0.489 -0.884 -2.402 -0.01
H 2.953 -3.533 2.930 0.00
H -1.554 -1.571 3.237 0.00
H -1.810 -6.343 -0.315 0.00
C 1.153 -3.406 4.071 0.00
C -1.653 2.718 0.277 0.00
H -5.170 -0.562 2.448 0.00
H -4.726 -1.646 -5.344 0.00
Br -0.414 6.669 0.253 0.00
C -0.570 -2.011 3.160 0.00
H -2.307 4.583 1.127 0.00
H 1.765 -2.873 -1.831 0.00
C -4.486 0.145 2.012 0.00
C -1.686 -0.772 -4.167 0.00
C 5.304 -5.945 -0.009 0.01
H 6.022 -2.651 0.142 0.00
Ni -0.463 0.155 -0.154 0.96
H -0.143 -1.010 1.304 0.01
H -3.882 -0.410 -7.303 0.00
H 7.120 -4.824 -0.181 0.00
C -3.897 2.362 1.342 0.00
C -3.738 -1.209 -5.324 0.00
C 2.853 -1.015 -1.493 0.10
C -1.907 -4.231 0.002 0.00
C -3.262 -0.520 -6.427 0.00
C 5.432 -3.557 0.144 0.01
C 2.299 -2.101 -2.398 0.03
F 1.424 0.434 0.536 0.04
H -2.397 -4.318 0.960 0.00
C 3.305 -4.654 0.324 0.02
C -0.106 -2.838 4.167 0.02
H 3.120 -2.607 -2.910 0.00
C 1.352 -1.470 -3.408 0.01
H 1.080 -2.166 -4.199 0.00
H -0.179 -3.922 -3.431 0.00
C -2.685 1.856 0.880 0.00
H -0.715 -3.026 5.037 0.00
H 2.230 -4.612 0.458 0.00
C -1.607 -2.983 -0.514 0.00
N -2.377 0.548 0.955 0.01
C -3.266 -0.269 1.510 0.00
H 2.210 -0.139 -1.477 0.00
C -0.537 4.806 -0.054 0.00
C 1.961 -3.107 2.990 0.02
H 1.509 -4.071 4.843 0.00
H 1.820 -0.604 -3.875 0.00
C -2.952 -1.330 -4.192 0.00
H -1.851 -2.081 0.042 0.00
C -1.993 0.035 -6.404 0.00
C -1.208 -0.087 -5.271 0.00
C 1.500 -2.259 1.989 0.06
```

As for the expectation value of S²: 2.012. The multiplicity is 3. For the LUMO energy (alpha / beta), the calculation gives -2.84 / -5.41 eV. The value obtained for the HOMO energy (alpha / beta) is -10.27 / -9.77 eV. The calculation puts the frontier orbital gap (alpha / beta) at 7.437 / 4.362 eV. Its charge is +1.

=====

An isolated molecule of C2H7N3O, computed with the ωB97M-V functional and the def2-TZVPD basis.

Geometry as XYZ:
```
13
Properties=species:S:1:pos:R:3:mulliken_charge:R:1
H -0.472 2.569 -0.370 0.17
N 1.961 -0.555 -0.028 -0.75
H 1.539 1.352 -0.492 0.15
H -1.213 -1.183 -1.393 0.32
H -2.165 0.185 0.339 0.24
C -0.195 0.644 0.065 0.43
H 1.625 -1.557 -0.342 0.31
N 1.081 0.564 -0.194 0.02
O -1.177 -1.513 -0.370 -0.54
N -0.960 1.712 -0.122 -0.65
H -1.026 -1.117 1.417 0.19
H 2.124 -0.748 1.061 0.26
C -1.122 -0.353 0.430 -0.16
```

For the LUMO energy, the calculation gives 0.75 eV. The value obtained for the HOMO energy is -9.15 eV. The calculation puts the frontier orbital gap at 9.898 eV.

=====

A cluster of 5 separate species, H10O5 in total, computed with the ωB97M-V functional and the def2-TZVPD basis.

Geometry as XYZ:
```
15
Properties=species:S:1:pos:R:3:mulliken_charge:R:1
O 1.180 1.665 -2.113 -0.65
H -1.896 -0.495 3.815 0.29
O 0.707 -0.268 2.311 -0.74
H -1.353 -0.172 -3.836 0.32
H 0.193 0.042 0.504 0.40
O 0.268 -0.050 -0.446 -0.69
H -0.842 0.147 2.938 0.45
H -0.202 -1.130 -3.618 0.31
O -1.726 0.280 3.280 -0.66
H 1.547 -0.140 1.870 0.28
H 0.643 1.048 -1.615 0.43
H 0.935 -0.379 3.234 0.31
O -1.132 -1.008 -3.426 -0.64
H -0.339 -0.756 -0.668 0.31
H 2.017 1.216 -2.229 0.28
```

For the LUMO energy, the calculation gives 0.14 eV. The value obtained for the HOMO energy is -10.62 eV. The calculation puts the frontier orbital gap at 10.760 eV.

=====

A cluster of 2 separate species, CH6ClNSi in total, computed with the ωB97M-V functional and the def2-TZVPD basis.

Geometry as XYZ:
```
10
Properties=species:S:1:pos:R:3:mulliken_charge:R:1
Si 0.936 0.288 -0.360 0.43
H 1.260 1.979 1.321 0.27
H 0.341 0.437 -1.749 -0.06
H -1.270 -2.140 0.928 0.23
Cl 2.558 -0.709 0.179 -0.17
C -1.324 -1.540 -0.002 -0.93
H -1.312 -2.024 -0.967 0.26
H -1.881 -0.587 0.044 0.25
H -0.133 2.371 0.284 0.26
N 0.826 1.926 0.324 -0.53
```

For the LUMO energy, the calculation gives 0.46 eV. The value obtained for the HOMO energy is -7.32 eV. The calculation puts the frontier orbital gap at 7.784 eV.

=====

An isolated molecule of C23H21N3O3, computed with the ωB97M-V functional and the def2-TZVPD basis.

Geometry as XYZ:
```
50
Properties=species:S:1:pos:R:3:mulliken_charge:R:1
N 2.099 -2.861 -0.178 -0.25
C -5.060 2.543 0.227 -0.81
H -6.156 -0.021 1.752 0.30
H 4.431 -1.944 -0.475 0.46
C 0.824 -3.345 -0.063 -0.04
C -0.029 -1.387 1.295 -0.21
H 6.801 2.153 -0.218 0.41
O -5.873 -1.527 -1.145 -0.65
H 2.809 -3.547 -0.455 0.26
H 8.129 -1.141 -0.867 0.25
H 8.062 0.246 0.246 0.36
C -3.985 3.069 -0.468 -0.59
H -0.941 0.187 2.413 0.43
H -5.689 3.197 0.814 0.37
C -3.449 0.885 -1.281 0.05
N 2.436 -1.572 -0.052 -0.06
H -7.129 0.014 0.289 0.33
C -6.510 0.622 0.945 -1.50
C -4.522 0.353 -0.574 0.36
C -1.499 -2.573 -0.194 -0.70
C -1.090 -0.580 1.668 -1.18
H 2.746 3.233 0.518 0.39
H 7.807 0.489 -1.507 0.37
C -5.353 1.187 0.181 1.05
C 7.640 -0.189 -0.664 -0.94
C -2.556 -1.740 0.158 0.43
C 3.648 -1.221 -0.226 -0.27
C 5.403 0.520 -0.242 0.60
C 5.771 1.854 -0.110 -0.61
C -0.236 -2.391 0.354 0.34
C -4.818 -1.102 -0.719 0.01
N -3.803 -1.969 -0.426 -0.08
H 2.075 0.854 0.281 0.56
C 3.483 2.475 0.307 -0.81
C -2.345 -0.748 1.113 -0.03
O 0.605 -4.515 -0.312 -0.64
C -3.179 2.239 -1.229 -0.86
H -3.162 -0.121 1.433 0.45
H -2.344 2.645 -1.780 0.43
C 3.106 1.154 0.178 -0.48
H -3.780 4.128 -0.420 0.40
H -2.828 0.232 -1.878 0.46
H -7.115 1.417 1.374 0.42
C 4.817 2.820 0.163 -0.58
H -1.647 -3.373 -0.904 0.46
C 4.047 0.162 -0.095 0.53
H -3.979 -2.921 -0.725 0.26
H 0.940 -1.251 1.743 0.59
O 6.274 -0.491 -0.507 -0.41
H 5.125 3.850 0.261 0.38
```

For the LUMO energy, the calculation gives 0.16 eV. The value obtained for the HOMO energy is -8.34 eV. The calculation puts the frontier orbital gap at 8.498 eV.

=====

A cluster of 2 separate species, C5H7Cl in total, computed with the ωB97M-V functional and the def2-TZVPD basis.

Geometry as XYZ:
```
13
Properties=species:S:1:pos:R:3:mulliken_charge:R:1
Cl 0.754 -2.687 2.461 -0.37
C -1.271 0.205 -0.535 -1.31
C 0.181 -0.503 1.494 -0.62
H 2.951 0.652 0.310 0.27
H -0.001 0.158 2.347 0.37
H -1.329 0.031 -1.544 0.41
H -2.306 0.159 0.013 0.28
C -0.398 -0.848 0.167 -0.08
C 2.063 0.145 -0.140 -0.72
C 1.017 -0.431 0.410 0.63
H -0.520 -1.833 0.000 0.53
H 1.985 0.071 -1.179 0.25
H -0.835 1.097 -0.243 0.36
```

For the LUMO energy (alpha / beta), the calculation gives -1.49 / -1.49 eV. The value obtained for the HOMO energy (alpha / beta) is -9.72 / -9.72 eV. The calculation puts the frontier orbital gap (alpha / beta) at 8.230 / 8.231 eV.

=====

| no. | total energy (a.u.) | largest force on an atom (Eh/bohr) |
| --- | --- | --- |
| 1 | -6088.7571 | 0.014 |
| 2 | -245.0218 | 0.067 |
| 3 | -8775.0557 | 0.036 |
| 4 | -319.7789 | 0.151 |
| 5 | -382.1793 | 0.025 |
| 6 | -846.0895 | 0.089 |
| 7 | -1279.0425 | 0.023 |
| 8 | -654.7477 | 0.105 |